(1)
The following is a DFT calculation (ωB97M-V with the def2-TZVPD basis set) of a cluster of 6 separate species, C27H40Br2F5NO19PS in total.

Its net charge is +1. The HOMO-LUMO gap comes out at 7.9 eV. Its electronic energy is -8923.67644 Ha. The value obtained for the LUMO energy is -3.7473 eV.

The geometry in XYZ format:
```
96
Properties=species:S:1:pos:R:3:lowdin_charge:R:1
N -1.9405 1.8029 1.9289 -0.13
H 1.5259 2.4166 -1.3811 0.09
C 4.3689 5.1216 -4.8847 -0.07
F -0.7196 -7.2484 0.6104 0.08
H 0.4791 5.8627 2.6329 0.07
Br -1.0831 5.1576 -2.5067 0.63
O -0.0641 -6.6836 -1.4552 0.15
O 3.0524 -0.2548 7.8803 0.16
H -7.1804 0.0319 -3.2234 0.18
H -0.0422 -7.4580 -6.0208 0.15
C -5.6977 2.0383 -4.3486 -0.49
O 4.4817 5.4324 -3.5104 0.09
H -0.9174 -4.3519 0.5878 0.06
H -3.5532 0.7786 -1.1938 0.11
H -0.4172 -1.0153 4.4652 0.12
C 3.4473 4.7935 -2.8835 -0.49
O 1.9823 -1.5322 6.3206 0.12
H -0.0448 -0.5185 1.6817 0.16
H 1.4492 -4.2153 3.9995 0.10
F 4.2414 1.4532 8.7075 0.09
C -6.1920 1.6888 -2.2049 -0.09
C 1.4709 -1.9596 3.5908 -0.23
H -2.0689 -0.0577 3.2299 0.15
O 0.0381 -5.4762 -3.3895 0.14
H 1.2758 3.1715 3.7721 0.13
H -4.7027 3.0016 1.5274 0.10
O 2.6036 4.2026 -3.7755 0.10
H 0.8222 -6.0061 0.2710 0.18
H -2.2890 2.6448 2.4799 0.15
F 1.3904 -9.3280 -5.2334 0.08
C 0.5415 2.7868 -1.8947 -0.14
O -3.0544 0.3468 -0.4141 -0.15
C 1.2986 5.0187 2.4359 -0.13
F -8.4806 1.4490 -2.6429 0.09
C -0.1720 -6.2500 -0.1183 -0.33
C 4.2512 1.0050 6.4084 -0.07
P -3.4120 1.1795 1.0832 0.80
S -0.8856 -3.5344 3.0958 0.63
C -0.8547 2.2762 0.9395 -0.23
C 0.1005 0.2287 2.5979 -0.25
H 0.6628 4.7267 -0.6009 0.08
C 1.0125 -7.1642 -6.0472 -0.08
H 1.5399 -2.0766 2.4251 0.11
H 0.4338 -3.2560 5.2838 0.08
H -2.2282 3.1615 -0.6599 0.10
C -1.3751 0.8439 2.9564 -0.09
O -4.3362 0.2732 1.9898 -0.29
C 0.5904 2.4488 1.6930 -0.22
C -7.2480 1.1166 -3.0876 -0.33
O -0.7935 -4.5440 -1.4736 0.07
C 1.8595 -7.6424 -8.0512 -0.50
H 5.1038 -0.2181 8.0010 0.18
H -0.7252 1.3560 0.1892 0.16
H 1.3960 2.8117 0.8900 0.17
H -1.2373 1.4625 3.9683 0.18
C -1.3176 3.5432 0.0111 -0.64
C 0.6131 3.5972 2.8806 -0.18
O 1.3165 -6.6235 -7.3174 0.07
C 1.9380 -8.3295 -5.9620 -0.33
O -5.0820 2.3431 -5.3565 0.16
H 2.2746 5.6407 -5.2066 0.18
H -1.2729 -4.8980 3.1739 -0.09
H 1.6405 5.0637 1.3177 0.07
H -6.4924 2.6357 -1.7439 0.15
O 3.2951 4.7625 -1.6736 0.13
H 5.2580 1.1447 6.0055 0.15
H 1.1925 -6.4315 -5.2560 0.12
C -0.2505 -5.5629 -2.2075 -0.49
H 5.0282 4.2798 -5.1217 0.15
H 2.9322 -8.0856 -5.5727 0.18
H -5.8886 0.9952 -1.4160 0.13
C 4.2662 0.4566 7.7943 -0.32
H -0.4756 3.7147 3.3190 0.09
H -0.2625 1.9084 -1.9461 0.09
H 0.7086 3.1126 -3.0230 0.07
C 0.5834 -0.6267 3.9460 -0.13
C 2.9247 4.7790 -5.0211 -0.32
H 2.5277 -1.8557 4.1098 0.12
C 0.6777 -3.3194 4.1388 -0.52
C -0.1674 4.0441 -1.0631 -0.68
C -1.0974 -5.0847 -0.2035 -0.10
O 1.1388 1.2207 2.2879 -0.12
H 1.0850 0.1159 4.7023 0.12
O -5.1310 1.9237 -3.1087 0.05
C 2.7912 -0.6655 6.6076 -0.49
H 3.7081 1.9530 6.3337 0.15
H 2.2372 5.3077 3.0981 0.10
O -4.4049 2.5907 0.6587 -0.21
O 2.0458 -8.7631 -7.2989 0.14
O -7.0319 1.7630 -4.3215 0.16
H -2.1521 -5.3784 -0.1770 0.15
F 2.7389 3.8467 -5.9824 0.09
Br -1.9536 5.1559 0.9992 0.73
H 4.6541 5.9759 -5.5046 0.15
O 2.1480 -7.5557 -9.2332 0.15
O 3.5524 0.0072 5.6914 0.06
```



(2)
The following is a DFT calculation (ωB97M-V with the def2-TZVPD basis set) of a cluster of 3 separate species, C4H13O4 in total.

Its net charge is -1. The HOMO-LUMO gap comes out at 7.6 eV. Its electronic energy is -461.10062 Ha. For the energy above the lowest of the compared OMol25 structures with the same formula, charge and spin, the calculation gives 70.2 kcal/mol. The value obtained for the LUMO energy is 3.8777 eV.

The geometry in XYZ format:
```
21
Properties=species:S:1:pos:R:3:nbo_charge:R:1
H -1.8604 1.2348 1.0864 0.19
H 1.8979 1.5829 -0.6217 0.49
O -3.0861 -0.4724 0.9849 -0.79
H -3.0949 -0.6188 -0.0033 0.47
H 1.7873 -1.2066 -0.5137 0.20
C -1.9177 0.2060 1.5802 -0.06
H -0.6512 -1.4856 1.5827 0.19
O 0.1974 0.8341 -0.2406 -0.99
O 2.5540 1.8125 0.2313 -1.03
O 1.4093 1.0180 -2.7113 -1.00
H 0.5536 -1.3725 -1.7464 0.21
H -2.2336 0.0442 2.5616 0.17
H 2.2468 0.7959 -2.3461 0.46
H 0.6836 -2.5103 -0.4007 0.18
H 0.7871 1.1350 -1.9547 0.50
H 1.8178 1.4857 0.8120 0.48
C -0.2702 -0.3913 -0.0986 0.18
C -0.5193 -0.4977 1.4245 -0.49
H 0.1551 0.2176 1.9147 0.22
H -1.2151 -0.3051 -0.9028 0.08
C 0.7586 -1.5065 -0.6385 -0.68
```



(3)
The following is a DFT calculation (ωB97M-V with the def2-TZVPD basis set) of a structure of composition C17H36BiI2O4RuSSi4.

Its net charge is +4. Its expectation value of S² is 8.804. As for the multiplicity: 6. The HOMO-LUMO gap (alpha / beta) comes out at 5.4 / 5.3 eV. Its electronic energy is -3429.64386 Ha. The value obtained for the LUMO energy (alpha / beta) is -15.0844 / -16.0761 eV.

The geometry in XYZ format:
```
66
Properties=species:S:1:pos:R:3:nbo_charge:R:1
H -2.5552 -0.2886 5.4190 0.26
H -0.9149 -4.6221 3.9505 0.25
H -2.8789 -4.5919 1.9373 0.25
H -1.6747 1.5562 4.4452 0.24
H -5.6123 -0.6464 0.7503 0.26
H -4.9769 1.1081 2.0317 0.27
I 0.9116 -2.7907 2.7511 0.50
H -3.7670 -3.7911 -1.1953 0.26
C -1.5329 2.4462 0.7720 -1.08
S 1.8378 -1.8715 -0.3899 0.25
O -3.7785 0.8887 -2.5223 -0.36
C 1.7125 0.6262 1.0947 0.62
C 2.6890 0.0503 -2.1719 -0.63
Si -1.1993 -2.0495 4.1511 1.14
H -1.3043 3.4145 1.2710 0.32
H 1.6646 0.3295 -2.4534 0.20
H 3.3530 0.2964 -3.0089 0.29
H 3.2863 -2.2100 -3.7437 0.30
Si -2.4954 1.3502 2.0015 1.25
H 2.5283 -3.3811 -2.6405 0.24
C 2.8557 -1.4125 -1.8050 -0.18
Bi -0.7340 -1.3296 -0.7799 0.93
H -5.3475 -1.0242 2.4730 0.24
O 2.7797 1.0770 0.9130 -0.33
H -2.3483 3.0416 3.7688 0.31
C -2.7477 -1.3180 5.0912 -0.96
C -4.2593 1.6305 1.3868 -1.05
H -4.4368 2.7168 1.4628 0.31
O 0.7725 1.5266 4.1464 -0.34
H 2.9706 0.6875 -1.3372 0.23
Si -2.0733 -1.0497 1.9828 0.17
H 4.9898 -1.4214 -2.0949 0.28
H 4.4816 -0.9301 -0.4638 0.23
H 1.2640 -1.3914 4.9649 0.26
C -1.5238 -3.9048 4.5152 -1.12
H -2.5673 -4.2099 4.3748 0.27
H -4.0888 -3.8762 3.0339 0.26
H -4.6079 -4.6657 1.5396 0.30
C 0.3912 0.9074 3.2238 0.67
C -0.8227 -0.0396 -3.4569 0.49
H -3.7007 -1.3453 4.5444 0.25
H 0.1206 -1.8478 6.2310 0.32
H 0.0522 -0.2432 5.4807 0.28
C 0.2029 -1.3138 5.2714 -1.08
H -6.2048 -2.1787 1.4237 0.30
H -4.4209 1.3346 0.3400 0.25
Ru -0.0024 0.1309 1.5962 -0.31
C -5.3801 -1.4505 1.4622 -1.10
H -0.5534 2.0172 0.4307 0.21
H -1.2895 -4.0650 5.5768 0.30
C -3.0330 0.2119 -1.9711 0.48
H -3.9844 -2.0699 -1.5604 0.23
O -0.6523 0.4425 -4.4748 -0.34
H -2.8626 -1.9425 5.9940 0.32
H -2.1372 2.6477 -0.1368 0.29
C -2.4673 1.9485 3.7975 -1.12
C 4.2848 -1.6207 -1.2880 -0.63
H 1.5448 -2.1364 -3.4115 0.21
C -3.8220 -4.0301 1.9779 -1.13
H 4.4409 -2.6476 -0.9268 0.24
H -5.3290 -3.0134 -0.8954 0.31
C 2.5242 -2.3365 -2.9652 -0.63
C -4.2370 -2.8605 -0.8421 -1.07
I -1.0043 -4.1750 -0.9196 0.10
Si -3.8238 -2.4286 0.9754 1.27
H -3.4324 1.7219 4.2723 0.28
```



(4)
The following is a DFT calculation (ωB97M-V with the def2-TZVPD basis set) of a structure of composition C22H22CaN6O3PTe.

Its net charge is +1. The HOMO-LUMO gap comes out at 6.7 eV. Its electronic energy is -2692.81940 Ha. For the energy above the lowest of the compared OMol25 structures with the same formula, charge and spin, the calculation gives 11.5 kcal/mol. The value obtained for the LUMO energy is -3.8965 eV.

The geometry in XYZ format:
```
56
Properties=species:S:1:pos:R:3:nbo_charge:R:1
H -0.9942 0.2984 -2.6910 0.21
C 0.3318 -4.3957 -1.7321 0.02
C -2.0786 0.3206 1.0297 0.05
H 0.9816 1.7385 -3.2711 0.19
C 2.7791 3.7473 -1.7394 -0.64
N 0.1966 -3.4184 -0.8443 -0.49
C -3.6682 1.7394 -0.2965 -0.23
H 4.7827 2.9425 -1.7556 0.21
H -0.3563 -0.1252 -4.2848 0.23
O 1.3266 0.7362 -1.5198 -0.86
C 3.7534 2.5996 -1.8330 -0.06
H 0.0354 0.6971 4.4268 0.21
C -0.7356 -4.8174 -2.5190 0.01
H -2.7614 -0.7297 -0.7298 0.23
H 0.0264 -1.1476 -2.8954 0.20
C 2.6213 -1.9611 4.0305 0.02
H -4.4446 3.9788 2.6539 0.21
C -3.0261 1.4563 0.9063 -0.05
N 1.6865 -0.1723 5.2729 -0.33
Te 3.7599 -1.4603 -1.8323 -0.67
P 2.6979 0.3925 -0.7718 2.06
C -2.0713 -0.7187 0.1000 -0.23
C -1.1448 0.2668 2.0626 -0.20
H -3.4890 1.1659 -1.1953 0.21
H -5.0427 3.0437 -1.2964 0.21
C -0.2554 -0.7952 2.1335 0.21
H 1.7459 3.4036 -1.7815 0.21
N -0.2667 -1.7767 1.2338 -0.56
H 2.9467 4.4368 -2.5681 0.23
C 0.7847 -0.0719 4.3045 0.03
O 3.5786 1.6944 -0.7143 -0.83
C 2.6018 -1.1199 5.1373 0.02
C -1.1471 -1.7385 0.2338 0.27
H 3.3850 -2.7234 3.9371 0.21
N -4.8198 3.6024 0.6687 -0.38
C -2.0705 -3.2848 -1.5337 0.03
N -1.9350 -4.2663 -2.4184 -0.33
H -3.0561 -2.8463 -1.4388 0.21
N 1.7191 -1.8656 3.0608 -0.49
H 3.6624 2.0400 -2.7669 0.18
H -1.0822 1.0743 2.7726 0.23
H 1.3093 -4.8494 -1.8390 0.22
C -4.5437 2.8129 -0.3623 0.05
O 2.3138 0.0099 0.6358 -1.24
C -4.2094 3.3328 1.8161 0.05
C -0.1337 -0.1171 -3.2173 -0.63
H -0.6032 -5.6158 -3.2379 0.22
C 1.1014 0.7049 -2.9459 -0.07
H 3.3464 -1.2221 5.9161 0.22
C 0.7856 -0.9118 3.1970 0.14
C -1.0143 -2.8464 -0.7467 0.10
C -3.3138 2.2869 1.9854 -0.23
H -2.8846 2.1352 2.9654 0.22
H 1.9712 0.2700 -3.4412 0.20
H 2.9247 4.2937 -0.8087 0.23
Ca 1.9926 -2.2236 0.5477 1.76
```